Entry 1:
41
Properties=species:S:1:pos:R:3:forces:R:3 method="wB97M-V/def2-TZVPD" total_charge=+1 gap_ev=9.6 e_homo_ev=-11.9
Rb -1.192779 0.708712 0.818039 -0.084 0.085 -0.065
C 2.090141 1.129045 2.990744 -0.048 -0.621 0.337
O 1.591048 1.162411 1.672920 -0.547 0.081 0.026
C 2.541846 1.026276 0.638779 0.643 -0.204 -0.250
C 2.593593 -0.412314 0.114966 -0.721 0.652 1.225
N 1.312825 -0.704997 -0.563007 1.100 -0.019 -0.718
C 1.195689 -2.141605 -0.916603 0.361 0.597 0.475
C 2.312655 -2.647435 -1.842322 -1.022 -0.134 0.602
O 2.422141 -1.814557 -2.973504 -0.166 -0.182 0.283
C 1.785103 -2.336249 -4.128783 0.305 0.133 -0.505
H 2.659961 0.217274 3.211636 0.289 0.143 -0.320
H 1.236071 1.038776 3.664865 -0.044 0.446 -0.070
H 2.684568 2.014931 3.213552 0.018 0.012 0.096
H 3.546222 1.303206 0.977700 -0.081 0.096 0.138
H 2.267306 1.739442 -0.142111 -0.039 -0.092 -0.121
H 2.663922 -1.013713 1.029309 0.107 -0.301 -0.248
H 3.502141 -0.548594 -0.474742 -0.099 -0.125 -0.206
H 1.479081 -0.210741 -1.444132 -0.658 -0.180 -0.144
H 0.200953 -2.292394 -1.335834 0.021 -0.149 -0.083
H 1.283562 -2.669808 0.038473 -0.272 -0.260 -0.150
H 2.054126 -3.676839 -2.106049 0.239 -0.050 -0.172
H 3.223484 -2.674970 -1.244749 0.339 0.148 -0.446
H 0.842557 -2.872747 -3.979412 0.041 0.091 0.539
H 2.474126 -3.019114 -4.633408 -0.082 0.040 -0.141
H 1.560038 -1.484518 -4.769074 0.146 -0.076 -0.116
C -2.012213 4.549597 0.493362 0.153 0.104 0.067
O -2.299973 3.357844 0.478882 0.246 -0.357 0.136
N -1.698543 5.223499 1.636328 -0.137 -0.612 -0.529
N -1.983537 5.307185 -0.630701 0.128 0.475 -0.477
H -1.605339 6.219883 1.626457 0.110 0.037 0.409
H -1.584060 4.645750 2.446908 -0.100 0.401 0.309
H -1.488582 6.182206 -0.617122 -0.049 0.032 0.013
H -1.987370 4.848798 -1.524603 -0.209 -0.205 0.103
C -3.957056 -2.049250 1.022861 -0.708 -1.020 -0.147
O -3.462119 -0.935902 0.975399 0.344 0.613 0.236
N -4.189120 -2.787538 -0.088720 0.163 0.072 -0.426
N -4.349034 -2.667051 2.167302 0.455 0.609 0.669
H -4.434049 -3.757520 -0.041072 -0.155 0.007 -0.141
H -4.130846 -2.316409 -0.971732 0.107 -0.170 -0.104
H -4.861488 -3.526728 2.205273 -0.093 0.020 -0.158
H -4.287049 -2.113847 3.003919 -0.002 -0.142 0.072

Entry 2:
150
Properties=species:S:1:pos:R:3:forces:R:3 method="wB97M-V/def2-TZVPD" total_charge=+1 gap_ev="4.3 / 5.2" e_homo_ev="-9.3 / -9.3" spin_multiplicity=2
V -0.008154 1.103521 1.062648 -1.103 -1.213 -1.293
C -3.266797 0.721901 -1.429311 0.353 -0.087 -0.035
As -2.456683 0.268267 0.324630 -1.245 0.347 -0.272
C -3.104812 1.627977 1.618147 0.007 0.276 0.324
C -3.842065 -0.940308 1.093981 0.158 -0.260 0.363
C -4.181119 -2.345359 0.614612 0.067 0.027 -0.273
C -4.693698 -2.297842 -0.825180 0.132 0.034 0.097
C -2.993072 -3.296845 0.721824 0.051 -0.148 0.122
As -1.631331 -3.330681 -0.721275 -0.045 -0.324 0.094
C -0.670830 -4.818444 0.150220 -0.027 0.047 0.054
C -2.553894 -4.516144 -2.010263 -0.045 0.073 0.038
C -5.343726 -2.873812 1.479265 -0.044 -0.105 0.279
As -5.327995 -3.236867 3.469630 0.114 0.230 -0.167
C -3.438135 -3.265943 4.067976 -0.096 0.030 -0.109
C -5.749349 -1.426273 4.144144 0.055 -0.099 -0.015
H -4.345559 0.881011 -1.380790 0.091 -0.015 0.209
H -3.075286 -0.120473 -2.099991 0.025 0.084 0.164
H -2.793181 1.600701 -1.872039 -0.005 -0.072 0.158
H -4.166640 1.849895 1.484464 0.108 -0.034 -0.117
H -2.538759 2.563819 1.598367 -0.170 -0.153 -0.055
H -2.975898 1.186130 2.614479 0.012 -0.047 -0.264
H -4.756059 -0.332988 1.035730 0.255 0.067 -0.008
H -3.548930 -1.008030 2.147229 -0.045 0.136 -0.122
H -3.892657 -1.959700 -1.485582 -0.161 -0.048 -0.130
H -5.539861 -1.618383 -0.913947 -0.073 0.096 -0.058
H -5.019265 -3.284884 -1.145543 -0.001 -0.077 -0.087
H -3.375365 -4.319135 0.811846 0.108 -0.007 -0.021
H -2.434654 -3.073937 1.635689 0.012 -0.114 -0.070
H -1.389410 -5.562729 0.493378 -0.104 -0.010 -0.029
H -0.098699 -4.458832 1.007267 -0.017 0.048 -0.107
H 0.012282 -5.299028 -0.550379 -0.020 0.120 -0.014
H -3.165611 -5.236004 -1.469589 -0.057 -0.060 0.043
H -1.817673 -5.067894 -2.593498 0.098 0.041 0.050
H -3.185052 -3.968394 -2.706967 0.015 0.075 0.043
H -5.652142 -3.833539 1.047786 0.053 0.088 0.080
H -6.205039 -2.206931 1.352833 -0.011 -0.029 0.079
H -2.932941 -4.158294 3.704625 -0.018 -0.034 -0.066
H -3.457132 -3.325671 5.156099 -0.106 0.007 0.039
H -2.857105 -2.385988 3.792520 -0.028 0.057 -0.080
H -6.656896 -1.049486 3.675356 -0.031 -0.046 -0.059
H -4.943314 -0.713377 3.984892 0.097 0.048 -0.072
H -5.936352 -1.494916 5.215140 0.013 -0.049 0.015
Se -0.496387 -0.698615 2.552224 -0.720 -0.570 0.355
C -0.022523 -0.938816 4.402564 0.245 0.229 0.038
C 0.852056 -1.944115 4.796771 -0.050 0.098 -0.287
C 0.984014 -2.199577 6.152930 0.101 -0.205 -0.189
N 0.332216 -1.533895 7.088869 0.143 -0.076 0.564
C -0.487680 -0.570494 6.710422 -0.210 0.107 -0.131
C -0.714157 -0.240557 5.384564 -0.030 -0.024 -0.226
H 1.391683 -2.531601 4.067363 0.057 -0.015 -0.018
H 1.627914 -2.995439 6.504796 0.106 -0.041 -0.068
H -1.009276 -0.058607 7.509265 -0.077 0.127 -0.012
H -1.422958 0.530061 5.117934 -0.028 -0.059 0.036
C 0.727411 3.096142 -1.687491 -0.217 -0.238 0.579
Ge -0.452063 3.454902 -0.085927 -0.132 1.311 -0.800
C 0.399971 4.846899 1.070542 -0.258 -0.596 -0.211
C 1.643371 5.402377 0.805687 -0.080 -0.096 -0.245
C 2.076675 6.515712 1.504002 0.081 0.145 -0.102
C 1.296843 7.058334 2.511321 0.075 0.094 -0.020
C 0.076946 6.481095 2.819942 0.014 0.083 0.156
C -0.362311 5.387038 2.099325 -0.190 -0.199 -0.008
C -2.101784 4.513853 -0.691352 0.486 -1.010 0.401
C -3.361560 3.984222 -0.599136 0.189 -0.288 0.042
C -4.522944 4.740719 -0.810234 -0.233 0.286 -0.029
C -4.421007 6.068555 -1.096089 -0.084 -0.194 -0.004
C -3.150766 6.656297 -1.266072 0.342 -0.068 0.058
C -3.026797 8.012741 -1.632300 0.062 0.173 -0.045
C -1.803469 8.583056 -1.840227 -0.266 0.048 0.015
C -0.645355 7.806426 -1.699071 0.168 -0.183 0.025
C -0.733365 6.491523 -1.336994 0.305 0.125 -0.074
C -1.973045 5.874606 -1.085894 -0.303 0.200 -0.066
H 0.753677 3.948116 -2.361424 -0.101 0.178 0.052
H 0.356358 2.238545 -2.251457 0.010 -0.008 0.025
H 1.739859 2.879433 -1.348024 0.075 -0.041 -0.037
H 2.261642 4.986958 0.018566 0.085 0.037 -0.058
H 3.026333 6.961144 1.247683 0.101 0.065 0.028
H 1.634935 7.930174 3.051510 0.033 0.087 0.029
H -0.538207 6.898594 3.604244 -0.043 0.016 0.057
H -1.331051 4.957931 2.326399 -0.150 0.056 -0.004
H -3.499827 2.947190 -0.348642 0.037 0.038 0.060
H -5.488209 4.264015 -0.714272 -0.084 0.016 0.008
H -5.300169 6.684687 -1.213220 -0.103 0.046 -0.055
H -3.931149 8.589721 -1.755758 -0.093 0.100 -0.027
H -1.723102 9.621430 -2.125951 -0.022 0.067 -0.011
H 0.320540 8.252589 -1.884392 0.096 0.006 -0.018
H 0.166540 5.902353 -1.250005 0.038 0.089 -0.033
C 3.926087 -4.665560 1.399492 -0.130 0.190 -0.132
C 3.718179 -4.802061 -0.099388 -0.337 0.845 -0.475
C 2.939903 -6.074616 -0.379015 -0.094 0.179 -0.054
C 5.052860 -4.834842 -0.816907 -0.039 -0.018 0.022
Sb 2.330390 -3.057320 -0.716498 0.088 0.025 0.065
C 2.143380 -3.043896 -3.018968 0.453 0.012 0.951
C 3.503370 -3.112980 -3.681986 -0.077 -0.011 -0.048
C 1.298653 -4.255959 -3.372070 -0.002 -0.010 0.288
C 1.379697 -1.802892 -3.453039 0.019 0.009 0.294
C 3.462487 -1.156705 -0.114698 -0.199 -0.904 -0.431
C 2.801017 -0.011788 -0.861019 0.047 -0.188 0.087
C 4.948445 -1.198732 -0.420115 -0.173 -0.006 -0.061
C 3.233255 -1.008777 1.380521 -0.303 -0.078 -0.138
H 4.408740 -5.565027 1.782336 0.098 -0.149 0.058
H 2.974423 -4.554796 1.918726 -0.073 0.039 0.138
H 4.564693 -3.819538 1.642034 0.077 0.103 0.084
H 3.533637 -6.937274 -0.078277 0.117 -0.171 0.066
H 2.714632 -6.182453 -1.437154 -0.057 -0.094 -0.099
H 2.010404 -6.098210 0.185490 -0.129 -0.063 0.018
H 5.676812 -5.605312 -0.359764 0.147 -0.128 0.033
H 5.586158 -3.891110 -0.743482 0.084 0.052 -0.048
H 4.935674 -5.096372 -1.864740 0.034 0.037 -0.135
H 3.965104 -4.082073 -3.519337 0.138 -0.089 0.007
H 4.176371 -2.343036 -3.312557 0.109 0.098 -0.009
H 3.396640 -2.972039 -4.757680 0.025 -0.006 -0.253
H 1.771062 -5.190239 -3.079000 0.002 -0.124 0.045
H 1.145182 -4.292174 -4.451113 -0.044 0.010 -0.180
H 0.317449 -4.188263 -2.895240 -0.003 -0.088 -0.043
H 1.991702 -0.906921 -3.425829 0.022 0.115 0.012
H 0.490397 -1.652104 -2.836382 -0.059 0.081 -0.008
H 1.050294 -1.935320 -4.483505 -0.063 -0.022 -0.195
H 2.995115 -0.082787 -1.928314 -0.115 0.121 -0.048
H 3.198149 0.942493 -0.511996 -0.028 0.150 -0.030
H 1.711322 -0.015583 -0.689418 0.031 0.019 -0.187
H 5.144608 -1.454917 -1.459553 0.096 -0.038 -0.051
H 5.448861 -1.914761 0.226455 0.146 -0.083 -0.009
H 5.389332 -0.217335 -0.235968 0.166 0.190 0.086
H 2.170926 -0.857150 1.592481 0.140 -0.146 0.100
H 3.771222 -0.144008 1.767180 0.169 0.174 0.088
H 3.578843 -1.879124 1.932134 0.001 -0.078 0.116
N 1.260027 1.833172 1.868812 1.405 0.540 0.189
C 1.950059 2.441975 2.747573 0.730 0.988 1.701
C 3.193117 3.186572 2.494336 0.092 -0.165 -0.123
C 4.126706 2.742328 1.560728 -0.120 -0.192 -0.211
C 5.277466 3.462372 1.311149 0.013 -0.059 -0.149
C 5.515612 4.647713 1.988827 -0.142 0.019 0.106
C 4.605535 5.090495 2.937194 0.048 0.031 0.072
C 3.455566 4.368053 3.195408 -0.057 -0.171 0.207
C 1.451198 2.488513 4.138889 -0.156 -0.101 -0.115
C 0.104709 2.748941 4.381674 -0.045 0.048 -0.232
C -0.339616 2.915245 5.680057 -0.070 0.113 -0.026
C 0.543325 2.785565 6.741000 0.036 0.053 -0.121
C 1.871599 2.467441 6.502817 0.077 -0.087 0.069
C 2.329945 2.322276 5.207586 0.072 0.093 -0.072
H 3.957035 1.798687 1.068541 -0.015 0.017 -0.120
H 5.987257 3.106072 0.580460 0.077 -0.080 -0.034
H 6.405776 5.222658 1.782463 0.084 0.027 0.002
H 4.791997 6.010266 3.472634 -0.032 0.046 0.031
H 2.739175 4.728633 3.919094 -0.032 0.068 0.006
H -0.563250 2.858857 3.530396 0.008 0.038 0.194
H -1.376438 3.146161 5.872604 -0.109 0.058 -0.017
H 0.202526 2.940016 7.753160 -0.063 -0.034 0.095
H 2.551476 2.345639 7.330988 0.084 -0.043 0.077
H 3.364423 2.083590 5.005645 0.084 0.019 0.073

Entry 3:
83
Properties=species:S:1:pos:R:3:forces:R:3 method="wB97M-V/def2-TZVPD" total_charge=-2 gap_ev="2.4 / 4.6" e_homo_ev="1.0 / -1.2" spin_multiplicity=2
Na 1.123021 -1.602305 1.218637 0.644 -0.006 0.112
Br 7.103741 2.451252 3.167092 1.065 1.100 0.095
C 5.939883 1.038150 2.940387 -0.857 -1.610 0.293
C 5.405932 0.405577 4.094821 0.551 0.756 -0.101
C 4.460240 -0.558790 3.945566 -0.364 -0.683 -1.106
C 3.990317 -0.991495 2.626302 -0.147 0.628 0.494
O 3.062016 -1.824690 2.564332 -0.629 -0.552 -0.183
C 4.596687 -0.367600 1.464748 0.369 0.296 0.731
C 4.244243 -0.572624 0.088093 -0.081 -0.549 -0.477
N 3.195214 -1.204581 -0.327844 -0.710 -0.577 0.331
C 2.857429 -1.400048 -1.643117 -0.351 0.385 0.256
C 3.625498 -0.887618 -2.691517 0.293 0.506 -1.236
C 3.078760 -0.762290 -3.983100 0.658 -0.181 0.763
C 1.799734 -1.216381 -4.273521 0.069 0.110 -0.508
C 1.021370 -1.852247 -3.278248 -0.799 0.315 -0.135
C -0.340654 -2.235589 -3.466319 0.759 -0.090 -0.268
C -1.044949 -2.819367 -2.425959 -0.117 -0.032 0.540
C -0.390351 -2.957418 -1.191353 -0.215 0.070 -0.845
N 0.845940 -2.521427 -0.979066 -0.203 -0.418 0.521
C 1.557015 -1.967580 -1.961995 0.288 0.190 0.231
C 5.589290 0.591181 1.678584 0.362 0.340 0.044
H 5.781865 0.692694 5.085297 -0.276 0.029 -0.368
H 3.959119 -1.076557 4.758993 0.246 0.161 0.110
H 4.975009 -0.135160 -0.606960 -0.099 0.045 -0.046
H 4.635306 -0.545987 -2.436078 -0.409 -0.008 -0.530
H 3.661058 -0.303586 -4.779257 0.066 -0.032 0.074
H 1.395154 -1.054937 -5.272379 -0.064 -0.108 0.146
H -0.792099 -2.099279 -4.455106 0.119 0.025 0.296
H -2.099259 -3.111827 -2.525347 0.503 0.062 0.008
H -0.880305 -3.386862 -0.332681 -0.159 -0.074 -0.012
H 6.106062 0.975808 0.787514 -0.301 0.177 0.429
O -0.474292 -0.810749 4.166889 -0.574 1.436 -0.859
C -0.929260 0.500710 3.698256 0.669 -0.797 0.808
C -0.158052 1.617552 4.433550 -0.375 0.034 -0.184
C 1.376168 1.546227 4.361106 0.256 -0.982 0.098
C 1.965992 2.009808 3.067825 0.550 0.812 -0.118
C 2.749740 3.187951 3.007559 -0.188 -0.507 -0.211
C 3.274958 3.593440 1.784493 -0.246 -0.262 -0.299
C 2.877745 2.933826 0.604004 -0.403 -0.314 1.065
C 2.001373 1.856015 0.779989 0.368 -0.582 -0.137
N 1.688610 1.317248 1.975133 -0.782 0.634 -0.835
H -0.632222 -1.401694 3.386944 0.087 -0.083 0.473
H -1.997679 0.628956 3.940102 0.121 -0.082 -0.143
H -0.800553 0.575664 2.608693 0.033 -0.001 0.290
H -0.442433 1.621403 5.503654 0.043 -0.148 -0.414
H -0.519720 2.577403 4.013395 0.181 -0.238 0.174
H 1.682627 0.476977 4.521812 -0.202 0.921 0.003
H 1.793749 2.187129 5.140477 0.032 -0.240 0.192
H 2.950912 3.722728 3.934619 0.123 -0.055 -0.259
H 3.967868 4.426909 1.740277 -0.025 -0.014 0.012
H 3.253581 3.199754 -0.383666 -0.210 0.061 0.276
H 1.511244 1.324144 -0.046379 0.615 0.200 0.257
O -0.264044 0.329850 -0.844341 -0.036 0.573 -0.380
N -0.437641 0.981024 -1.927183 0.335 0.091 0.425
C 0.655907 1.573247 -2.583107 -2.167 -0.703 -0.171
C 0.414073 2.113693 -3.836865 -0.094 0.168 0.056
C -0.874251 2.213997 -4.395791 0.235 -0.587 0.521
C -1.946171 1.659836 -3.656188 0.451 0.523 -0.303
C -1.734505 1.088324 -2.415249 1.257 0.328 -0.528
H 1.621676 1.521388 -2.084860 -0.344 -0.350 -0.225
H 1.300672 2.433299 -4.378998 -0.258 0.185 -0.006
H -1.000447 2.681960 -5.383011 -0.081 -0.391 0.575
H -2.966260 1.675455 -4.041981 0.272 0.090 0.100
H -2.511231 0.690811 -1.769181 0.358 -0.150 -0.114
C -7.661398 -0.345306 -3.298781 0.095 -0.339 -0.007
C -7.714754 -1.437030 -2.209412 -0.556 -0.389 -1.024
O -7.803843 -2.617980 -2.462106 0.226 1.044 -0.070
S -7.754209 -0.868343 -0.497209 -1.936 0.533 -0.456
C -6.138184 -1.235152 -0.133485 2.598 -0.496 0.691
C -5.314191 -0.154985 0.268361 0.070 -0.609 -0.189
C -4.021608 -0.404655 0.712718 -0.140 -0.315 0.165
C -3.582598 -1.737937 0.808954 0.181 -0.372 0.251
C -4.392731 -2.828404 0.409665 -0.429 0.332 -0.365
C -5.654730 -2.577523 -0.119159 -0.326 0.604 0.225
C -2.316587 -2.025442 1.362679 1.011 -0.254 0.477
C -1.200595 -2.332924 1.804413 -0.786 0.384 -0.076
H -7.741678 -0.814596 -4.291309 -0.018 0.123 0.374
H -6.729592 0.241038 -3.264174 -0.227 -0.329 0.247
H -8.481740 0.373348 -3.150711 0.177 -0.301 0.054
H -5.716981 0.856900 0.215611 0.094 -0.229 0.058
H -3.316865 0.351084 1.085500 -0.537 -0.141 -0.363
H -3.988392 -3.838173 0.567961 -0.288 0.521 -0.318
H -6.329742 -3.356622 -0.522014 0.578 0.390 0.521

Entry 4:
22
Properties=species:S:1:pos:R:3:forces:R:3 method="wB97M-V/def2-TZVPD" gap_ev=8.4 e_homo_ev=-8.0
C 3.335951 -0.662134 0.313727 0.057 1.210 -0.414
C 2.171108 -0.679777 1.013134 0.322 0.122 1.320
C 2.153971 0.905961 -0.501608 -1.217 0.248 0.369
C -1.092417 0.001323 -1.466521 -0.509 -1.287 0.987
C 0.160367 0.792784 0.952109 -2.001 -1.409 -2.008
C -1.189937 -0.507772 -0.097161 1.959 1.442 4.522
N 3.293884 0.353576 -0.649301 1.644 -1.603 0.113
N 1.460340 0.384424 0.555876 -1.279 0.713 -0.860
O -0.863050 -1.796987 0.379413 1.062 0.811 -1.964
O -3.460823 0.774718 -0.627515 -0.889 -0.001 0.560
P -2.689399 0.143460 0.757116 -0.896 0.028 -0.155
H 4.261067 -1.078412 0.617518 0.528 -0.812 -0.246
H 1.880737 -1.181653 1.938095 0.134 0.073 -0.520
H 1.706984 1.602125 -1.185177 -0.047 0.501 0.130
H -0.066303 -0.077001 -1.817604 -0.247 -0.065 -0.732
H -1.415889 0.988913 -1.186485 0.253 0.840 -1.434
H -1.954811 -0.540920 -1.905804 0.987 0.490 -1.154
H 0.001607 0.650662 2.009300 -0.188 -0.072 0.185
H -0.127198 1.811874 0.595813 0.486 -0.877 0.324
H 0.005002 -2.035071 -0.060165 -1.227 0.203 0.779
H -4.286751 1.303138 -0.506023 1.197 -0.707 0.356
H -3.284437 -1.153225 0.871258 -0.131 0.151 -0.159

Looking at electronic energy for the records above, in order, we have -24962.05870; -401066.77044; -140420.21968; -22761.30805 eV.